One molecule with the formula C4H5NO2. Source: the Open Molecules 2025 dataset; level of theory: ωB97M-V with the def2-TZVPD basis set.

Calculated values
LUMO = 0.0259 hartree
frontier orbital gap = 10.452 eV
SMILES = O=C1NC[C@H]2O[C@@H]12
E_tot = -360.60358 a.u.

```
12
Properties=species:S:1:pos:R:3:forces:R:3:lowdin_charge:R:1
O 1.0591 2.0730 1.1018 -0.3 -0.2 -0.4 0.12
C 0.5800 1.1140 0.5542 0.1 0.4 0.0 -0.40
N 1.3197 0.0818 -0.0540 0.0 0.0 0.1 0.06
C 0.4560 -1.0555 -0.3791 -0.1 -0.1 -0.1 -0.12
C -0.9610 -0.5981 -0.0668 0.0 -0.1 -0.3 -0.22
O -1.2876 -0.2166 1.2687 0.1 -0.2 0.1 0.04
C -0.8839 0.7931 0.3489 -0.1 0.2 -0.1 -0.16
H 1.7828 0.4848 -0.8540 0.6 -0.2 0.1 0.14
H 0.7788 -1.9458 0.1706 -0.2 0.1 0.0 0.12
H 0.4959 -1.2801 -1.4497 0.0 0.0 0.1 0.12
H -1.7959 -1.0193 -0.6188 0.1 0.1 0.0 0.15
H -1.5439 1.5688 -0.0220 -0.3 0.0 0.6 0.16
```
Positions in Å, forces in eV/Å.

---

An isolated ion of composition C4H5NO2P and charge -1 in a non-equilibrium geometry. Source: the Open Molecules 2025 dataset; level of theory: ωB97M-V with the def2-TZVPD basis set.

Calculated values
LUMO = 0.1507 hartree
frontier orbital gap = 7.259 eV
total charge = -1
SMILES = C=[P@@]1([O-])C=CN=CO1
E_tot = -702.02259 a.u.

```
13
Properties=species:S:1:pos:R:3:forces:R:3:lowdin_charge:R:1
C 1.2010 -1.1566 1.3121 0.8 -1.0 -1.7 -0.30
P 1.1845 -0.0703 -0.0609 -2.2 -1.3 2.2 0.42
O 2.4291 0.3626 -0.7013 0.7 0.3 -0.4 -0.37
C -0.1972 -0.3413 -1.1873 -0.6 0.7 -2.2 -0.18
C -1.3729 0.3264 -1.1131 -2.1 -1.2 -0.3 -0.24
N -1.8205 1.0599 0.0167 0.1 -1.4 -1.8 0.03
C -0.8717 1.3386 0.7926 -0.6 1.3 1.9 -0.38
O 0.4201 1.3100 0.6376 0.6 0.0 -0.2 -0.16
H 0.4744 -2.0270 1.3971 0.3 1.5 -0.3 -0.04
H 2.1665 -1.6454 1.0588 0.0 0.0 0.7 -0.07
H -0.0447 -0.8929 -2.1422 0.0 0.1 1.0 0.07
H -2.3100 0.0918 -1.7633 2.1 0.4 0.5 0.10
H -1.2586 1.6443 1.7532 0.7 0.7 0.6 0.11
```
Positions in Å, forces in eV/Å.

---

One molecule with the formula C4H5NO2S in a non-equilibrium geometry. Source: the Open Molecules 2025 dataset; level of theory: ωB97M-V with the def2-TZVPD basis set.

Calculated values
LUMO = -0.0130 hartree
frontier orbital gap = 9.173 eV
SMILES = O=C1NC[C@@H](S)C1=O
E_tot = -758.83935 a.u.

```
13
Properties=species:S:1:pos:R:3:forces:R:3:lowdin_charge:R:1
O -2.4809 0.4641 -1.1099 0.6 -0.2 1.1 0.11
C -1.4657 0.2608 -0.4649 -1.5 -0.1 -0.3 -0.42
N -1.2939 -0.1022 0.8481 -0.4 0.4 -1.5 0.09
C 0.0912 -0.4426 1.2055 -0.1 -0.1 0.0 -0.15
C 0.9178 0.2379 0.0726 -0.9 0.2 0.1 -0.59
S 2.4307 -0.4799 -0.5293 0.5 -0.4 -0.4 0.78
C -0.1090 0.3352 -1.0522 2.0 0.7 -1.1 -0.35
O 0.1695 0.4858 -2.2158 -0.6 -0.2 0.7 0.12
H -2.1388 -0.3914 1.3101 0.2 -0.1 0.6 0.15
H 0.2940 -0.0110 2.1848 0.3 -0.2 0.0 0.12
H 0.2258 -1.5360 1.2204 0.1 0.4 0.0 0.12
H 1.1289 1.2722 0.3664 -0.2 0.0 0.1 0.12
H 2.2303 -0.0930 -1.8359 0.0 -0.2 0.8 -0.09
```
Positions in Å, forces in eV/Å.